Below is a structure of composition C30H54BrMnNO5SSi, with properties calculated with the ωB97M-V functional and the def2-TZVPD basis.

Last column: Mulliken spin population.
Element x y z (Å)
Mn1 -1.35102 -0.65053 0.77179  0.035
C1 -2.53594 0.92069 3.53679  0.001
C2 -3.90640 0.26000 3.75698  0.000
O1 -4.28513 -0.58984 2.70703  0.000
C3 -5.07526 0.02953 1.70727  0.000
C4 -4.84934 -0.69377 0.40193  0.000
O2 -3.58775 -0.39351 -0.18793  -0.002
C5 -3.66897 0.77931 -0.98613  0.001
C6 -2.28941 1.14520 -1.47083  0.000
O3 -1.39134 1.30607 -0.36248  -0.042
C7 -1.62297 2.50721 0.36614  0.029
C8 -1.48632 2.23534 1.83970  -0.001
O4 -2.28121 1.08979 2.14681  0.005
H1 -1.73766 0.33256 3.99267  -0.001
H2 -2.54206 1.90128 4.02423  0.000
H3 -4.66807 1.03011 3.92259  0.000
H4 -3.85699 -0.34776 4.66302  0.000
H5 -4.81455 1.08785 1.60980  0.000
H6 -6.13642 -0.03735 1.98162  0.000
H7 -5.64784 -0.44639 -0.30631  0.000
H8 -4.87824 -1.76713 0.57859  0.000
H9 -4.11007 1.59575 -0.40130  0.000
H10 -4.32362 0.59620 -1.84686  0.000
H11 -2.32183 2.06729 -2.05987  -0.002
H12 -1.87653 0.33586 -2.06723  0.001
H13 -2.62307 2.89256 0.15493  0.001
H14 -0.89355 3.26719 0.06838  -0.008
H15 -1.84265 3.10831 2.39939  0.000
H16 -0.44591 2.05743 2.09992  0.002
C9 1.22837 3.18014 -2.70256  0.120
C10 1.84597 1.83792 -3.11292  0.200
C11 2.90207 2.11713 -4.19030  0.074
C12 0.71101 1.00930 -3.73639  0.081
Si1 2.54771 0.90684 -1.56177  -0.286
Br1 -0.67644 -1.81990 -1.36060  -0.013
C13 3.57647 -0.64939 -2.06391  0.162
C14 3.59229 -1.64647 -0.89628  0.150
C15 5.01746 -0.31774 -2.47081  0.083
C16 2.90252 -1.38693 -3.22923  0.042
C17 3.51350 2.10246 -0.37192  0.199
C18 4.25741 1.29129 0.69680  0.102
C19 4.53171 2.99593 -1.09051  0.071
C20 2.51948 3.00287 0.38232  0.112
H17 0.74206 3.63231 -3.57456  -0.001
H18 1.96822 3.89284 -2.33945  0.007
H19 0.46770 3.04926 -1.92980  -0.035
H20 2.43154 2.63430 -5.03561  0.004
H21 3.34678 1.20127 -4.57952  -0.001
H22 3.71110 2.75298 -3.82597  -0.008
H23 0.16471 1.62928 -4.45815  -0.001
H24 0.01316 0.64779 -2.98215  -0.048
H25 1.07495 0.13469 -4.26928  0.004
H26 4.10445 -1.26049 -0.01599  0.007
H27 4.12073 -2.55547 -1.20775  -0.002
H28 2.57474 -1.92463 -0.61583  -0.055
H29 5.59618 0.11486 -1.65353  0.003
H30 5.06204 0.37471 -3.31396  -0.012
H31 5.52715 -1.23952 -2.77558  0.005
H32 1.86255 -1.63065 -3.00549  -0.019
H33 3.43559 -2.32932 -3.39943  0.001
H34 2.94165 -0.82390 -4.16184  0.002
H35 5.07167 0.69941 0.28105  0.010
H36 3.58974 0.61147 1.23133  -0.027
H37 4.69277 1.97634 1.43365  0.001
H38 5.28298 2.41534 -1.62815  -0.010
H39 5.05903 3.61966 -0.35783  0.004
H40 4.05564 3.66836 -1.80458  0.001
H41 1.72325 2.41572 0.84729  -0.019
H42 2.04947 3.74244 -0.26228  0.015
H43 3.04493 3.54654 1.17636  -0.002
S1 -2.46640 -3.78737 3.88085  0.000
C21 -1.72323 -2.46651 3.06548  0.000
N1 -1.97262 -2.32598 1.80339  -0.001
C22 -2.78933 -3.38240 1.36717  -0.001
C23 -3.19476 -3.61764 0.05165  0.007
C24 -4.00147 -4.70617 -0.20233  0.000
C25 -4.41015 -5.56813 0.82383  0.000
C26 -4.00035 -5.36165 2.12318  0.000
C27 -3.17969 -4.26464 2.37968  0.000
H44 -1.07956 -1.78650 3.60227  0.001
H45 -2.84589 -2.96168 -0.73406  -0.002
H46 -4.31642 -4.90684 -1.21794  0.000
H47 -5.04234 -6.41518 0.59174  0.000
H48 -4.29570 -6.03382 2.91748  0.000
C28 1.98629 -2.41128 2.28413  0.006
O5 0.89983 -1.97074 1.48438  -0.005
C29 0.24921 -0.77804 1.64586  0.034
C30 0.92339 0.10036 2.69551  0.003
H49 2.83917 -1.73077 2.23947  -0.002
H50 2.28329 -3.37147 1.86723  0.000
H51 1.69647 -2.55925 3.32872  0.000
H52 1.49619 -0.43406 3.45340  0.002
H53 0.19114 0.70362 3.22625  0.006
H54 1.61875 0.79782 2.21712  0.012

Atomic forces in eV per Å
Mn 0.050 0.461 0.468
C -0.021 0.057 -0.006
C -0.005 0.063 0.047
O 0.033 -0.038 -0.037
C 0.010 -0.006 0.006
C 0.008 -0.058 0.013
O -0.006 0.080 0.008
C -0.015 -0.015 -0.006
C 0.078 0.046 0.063
O -0.041 -0.051 -0.029
C 0.021 -0.071 -0.060
C -0.074 -0.019 -0.008
O 0.037 -0.021 -0.001
H 0.017 -0.072 -0.067
H 0.036 -0.031 0.050
H -0.018 -0.015 -0.052
H 0.003 0.036 0.024
H 0.009 -0.016 -0.005
H 0.003 0.001 -0.009
H 0.004 0.003 0.016
H 0.038 -0.039 0.013
H -0.035 -0.019 -0.009
H 0.042 0.007 -0.014
H -0.016 -0.010 -0.006
H 0.009 -0.008 0.019
H 0.004 -0.008 -0.001
H 0.012 0.001 -0.036
H -0.011 -0.028 -0.005
H 0.024 0.025 -0.031
C -0.007 -0.006 -0.003
C -0.026 0.012 0.024
C 0.031 0.002 -0.006
C -0.002 0.009 -0.035
Si 0.022 0.032 -0.192
Br 0.207 -0.048 -0.130
C -0.051 -0.031 0.029
C 0.006 -0.017 0.029
C 0.031 0.017 -0.005
C 0.014 -0.011 -0.028
C -0.046 -0.009 0.047
C 0.011 -0.011 0.019
C 0.017 0.015 0.000
C -0.021 -0.015 0.005
H -0.003 0.005 -0.005
H 0.014 0.008 0.002
H -0.037 -0.007 0.051
H -0.002 0.008 -0.008
H -0.009 0.002 0.000
H 0.001 -0.001 0.004
H 0.000 0.000 -0.004
H -0.013 0.005 0.013
H 0.005 -0.005 0.001
H 0.004 0.021 0.036
H -0.003 -0.007 0.001
H -0.038 -0.020 0.034
H -0.005 -0.004 0.003
H -0.005 0.001 -0.002
H 0.006 -0.008 -0.003
H -0.007 0.000 0.012
H 0.005 -0.005 -0.002
H 0.009 0.001 0.005
H 0.003 -0.008 -0.007
H 0.007 -0.001 -0.007
H 0.009 0.004 0.002
H -0.002 -0.011 0.000
H 0.003 0.003 0.008
H -0.005 0.009 -0.003
H 0.004 0.001 -0.008
H -0.013 0.010 -0.026
H 0.010 0.009 0.001
S 0.014 0.014 -0.016
C 0.002 0.083 -0.089
N -0.186 -0.320 -0.032
C 0.069 0.072 0.052
C -0.075 0.037 0.014
C -0.009 0.000 0.012
C 0.000 -0.011 -0.003
C 0.009 0.006 -0.002
C -0.029 -0.028 -0.017
H 0.007 -0.004 0.012
H -0.016 0.011 -0.004
H 0.006 0.009 -0.010
H -0.004 -0.004 0.003
H -0.002 -0.003 0.006
C 0.004 0.040 -0.103
O 0.004 -0.112 -0.018
C -0.116 0.030 0.044
C 0.003 0.073 -0.080
H 0.024 0.017 -0.003
H 0.005 0.010 -0.007
H -0.004 -0.001 0.013
H -0.024 -0.066 0.023
H 0.003 -0.017 0.011
H -0.002 -0.036 -0.001

Computed properties:
**Charge**: 0
**2S+1**: 2
**HOMO-LUMO gap (alpha / beta)**: 6.36 / 6.56 eV
**<S²>**: 0.7523
**Lowest unoccupied orbital energy (alpha / beta)**: 0.348 / 0.346 eV